[1]
ORCA calculation (ωB97M-V/def2-TZVPD) on a molecular structure, C25H23AsFeN3O9S at a distorted geometry.

The geometry in XYZ format:
```
63
Properties=species:S:1:pos:R:3:forces:R:3
Fe 0.07815 0.20303 -0.02423 0.62 -0.12 0.78
O -0.30105 4.16115 -0.22392 0.08 -0.13 0.18
As -0.29983 3.04162 1.32558 -0.62 2.60 1.47
O 1.51586 2.83751 1.10765 0.16 0.01 -0.39
O -0.99782 1.69869 0.62159 0.20 -2.06 -1.37
C -0.47131 1.86036 3.63244 0.75 0.35 -1.29
C -1.05041 2.83523 4.44071 0.11 -0.39 0.13
C -1.65046 2.50956 5.64766 -0.08 0.29 0.01
C -1.72262 1.18301 6.04398 -0.08 -0.07 0.18
C -1.20600 0.19884 5.21908 -0.16 -0.45 0.23
C -0.59223 0.54775 4.02785 -0.11 -0.20 0.32
S 0.14203 -0.81262 3.11013 -0.82 -0.38 0.86
O -0.39624 -2.03479 3.70070 0.06 0.10 -0.23
O 1.57407 -0.67173 3.30513 0.45 -0.06 -0.37
O -0.30671 -0.70300 1.69474 0.30 -0.14 0.09
H 0.13247 3.57423 -0.84368 0.17 0.00 -0.50
H -1.02989 3.87094 4.10598 0.00 0.12 0.00
H -2.07350 3.28522 6.27898 -0.04 0.06 0.08
H -2.18485 0.91838 6.98791 -0.05 -0.05 0.04
H -1.26768 -0.84810 5.47755 -0.09 -0.10 0.16
C 2.63744 -0.69703 6.96315 -0.49 -0.14 0.03
O 4.00440 -0.36376 6.93754 0.83 0.00 -0.65
C 4.68027 -0.59213 5.75136 0.04 0.16 0.48
C 5.90871 0.05719 5.60869 -0.29 0.00 0.37
C 6.61751 -0.03399 4.43689 -0.10 -0.25 -0.65
C 6.13346 -0.80255 3.35508 -1.87 0.62 1.44
C 4.95086 -1.55041 3.57047 0.60 0.22 -0.22
C 4.23001 -1.42636 4.73231 -0.19 -0.03 0.43
N 6.80609 -0.74706 2.18714 0.98 -1.48 -1.75
N 6.35836 -1.31321 1.10619 2.38 0.71 0.08
C 5.12598 -1.24097 0.59458 -1.93 0.64 0.47
C 4.71612 -2.29222 -0.26196 -0.38 0.06 0.04
C 3.42349 -2.39680 -0.71942 0.48 -0.54 -0.13
C 2.44336 -1.44064 -0.38409 -1.60 -0.01 -0.39
O 1.21095 -1.53055 -0.75395 0.83 0.53 0.55
C 2.87035 -0.30756 0.40824 -0.04 0.55 0.04
N 1.94355 0.61083 0.63530 -1.01 -0.59 -1.10
C 2.14712 1.68436 1.55080 0.01 0.47 0.95
C 3.60511 1.96627 1.77331 0.04 -0.38 -0.27
C 4.54997 1.06970 1.45185 0.15 0.78 0.44
C 4.20703 -0.18016 0.84622 0.02 -0.95 -0.11
H 2.23307 -0.21789 7.85731 -0.03 -0.06 -0.14
H 2.48934 -1.78037 7.04380 0.00 0.03 -0.03
H 2.11129 -0.33667 6.07466 0.00 0.01 0.03
H 6.27001 0.66148 6.43001 -0.02 0.08 0.03
H 7.53036 0.52715 4.29338 0.09 0.00 0.00
H 4.59055 -2.21291 2.79744 -0.12 0.09 -0.02
H 3.29118 -1.94739 4.81263 -0.16 -0.03 0.02
H 5.43943 -3.06766 -0.47603 0.08 -0.02 -0.05
H 3.11982 -3.25644 -1.30476 -0.03 0.05 -0.04
H 1.66718 1.38792 2.52660 0.34 0.01 -0.50
H 3.84336 2.93690 2.18369 0.03 0.02 0.06
H 5.59828 1.30054 1.60703 -0.04 -0.03 0.07
C 0.88784 2.42695 -3.36322 -0.09 0.13 -0.48
O 0.66743 1.97107 -2.04028 -0.44 -1.23 0.11
C 0.11309 0.77846 -1.75415 1.14 1.04 0.28
C -0.36153 -0.06621 -2.90095 -0.06 0.41 0.11
H 1.36589 1.66286 -3.98378 -0.03 0.04 0.10
H 1.54828 3.29178 -3.28141 -0.09 -0.13 0.05
H -0.04835 2.74555 -3.83737 0.08 -0.07 0.11
H -0.97978 0.51228 -3.58926 -0.04 0.02 -0.13
H -0.94063 -0.88731 -2.49326 -0.01 -0.15 -0.02
H 0.48471 -0.48891 -3.44664 0.08 0.02 0.02
```
Forces are in eV/Å.

HOMO-LUMO gap (spin up / spin down), eV: 4.59 / 4.24
Multiplicity: 2
Energy, eV: -155252.4357
Net charge: -2

***

[2]
ORCA calculation (ωB97M-V/def2-TZVPD) on 2 unconnected molecules or ions with the total composition C6H14O at a distorted geometry.

The geometry in XYZ format:
```
21
Properties=species:S:1:pos:R:3:forces:R:3
C -0.88711 -2.04865 -1.09176 -0.44 0.47 0.89
C -0.86296 -0.51288 -0.91553 0.48 0.48 -1.46
C 0.34315 -0.05765 -0.10949 -0.47 -0.18 1.72
C 0.10625 0.57908 1.06791 0.35 -1.63 -0.73
C 0.88680 0.34043 2.34248 0.24 1.17 -0.30
C 1.70855 -0.66162 -0.40461 -1.25 0.09 -0.38
H -1.87833 -2.32614 -1.44723 -0.02 -0.12 0.02
H -0.77217 -2.40484 -0.06101 -0.01 -0.55 -0.29
H -0.16252 -2.53639 -1.73910 0.21 0.37 0.00
H -0.92986 -0.02229 -1.89513 0.04 -0.09 -0.09
H -1.78265 -0.27217 -0.38922 0.05 0.25 0.12
H -0.78365 1.19260 1.16176 -0.35 -0.42 0.20
H 0.20634 0.08844 3.16101 -0.15 0.71 -0.03
H 1.57545 -0.50098 2.38527 0.21 0.11 -0.72
H 1.43645 1.27978 2.49388 0.09 -0.36 0.92
H 2.12882 -1.11161 0.49109 0.27 -0.04 -0.18
H 2.34229 0.12803 -0.79742 0.34 0.00 0.13
H 1.57538 -1.39468 -1.19937 0.39 -0.18 0.15
H -1.12759 2.70104 -0.99532 -0.11 -0.32 0.12
H -1.31771 4.16225 -1.16427 -0.21 0.27 0.03
O -1.80491 3.37823 -0.89392 0.36 0.00 -0.12
```
Forces are in eV/Å.

HOMO-LUMO gap, eV: 9.34
Energy, eV: -8495.2752
ΔE to the lowest compared entry with this formula, charge and spin, kcal per mole: 37.3

***

[3]
ORCA calculation (ωB97M-V/def2-TZVPD) on C20H22N2O5 in the gas phase at a distorted geometry.

The geometry in XYZ format:
```
49
Properties=species:S:1:pos:R:3:forces:R:3
C 4.91197 -3.99074 0.97427 0.01 -0.04 0.10
O 4.38569 -3.50948 -0.23448 -0.11 0.14 -0.28
C 4.03423 -4.54052 -1.13369 -0.06 -0.03 -0.29
C 3.48767 -3.89784 -2.40855 0.18 -0.31 0.32
N 2.31085 -3.11617 -2.12564 0.30 0.18 0.24
C 1.06520 -3.53372 -2.45337 0.07 0.20 0.01
O 0.86234 -4.51158 -3.14741 -0.12 -0.18 -0.14
C -0.04298 -2.67118 -1.94186 -0.33 0.01 0.06
C 0.04037 -2.01972 -0.71567 -0.04 0.15 0.20
C -1.05903 -1.27659 -0.33928 -0.58 -0.26 -1.08
C -2.21537 -1.16470 -1.13955 1.07 -0.29 0.40
C -2.29116 -1.83005 -2.35549 0.02 0.13 0.21
C -1.19815 -2.58121 -2.73038 0.17 -0.13 -0.08
H -1.20638 -3.13266 -3.65824 0.00 -0.05 -0.06
H -3.17444 -1.76010 -2.96810 -0.10 0.00 -0.10
N -3.11069 -0.36114 -0.47201 -0.54 0.38 0.31
C -2.52416 -0.03608 0.62702 -0.58 -0.22 -0.44
O -1.27475 -0.55119 0.78947 0.20 0.08 0.40
C -3.06163 0.86617 1.67657 0.37 0.07 -0.01
C -2.37932 2.20922 1.55236 -0.06 0.12 0.12
C -1.08274 2.36604 2.02314 0.04 0.06 0.05
C -0.39483 3.56617 1.90436 0.16 0.07 0.03
C -1.04056 4.65828 1.29323 -0.17 -0.01 -0.07
C -2.33782 4.48181 0.81919 0.28 0.03 0.08
C -3.00366 3.27802 0.93501 0.09 -0.09 0.11
H -4.00509 3.17501 0.54819 -0.14 -0.01 -0.05
H -2.80811 5.33079 0.34944 -0.04 0.12 -0.05
O -0.54529 5.91102 1.09060 -0.26 -0.25 -0.07
C 0.73131 6.28789 1.55387 0.42 0.26 0.11
H 0.81535 6.18560 2.63782 0.01 0.02 -0.09
H 0.83119 7.33836 1.28017 0.01 -0.07 0.03
H 1.52431 5.71069 1.07416 -0.06 0.07 0.05
O 0.89209 3.73233 2.35741 -0.40 0.23 -0.23
C 1.54781 2.63862 2.94692 0.11 -0.16 0.10
H 1.04183 2.30644 3.85943 0.01 -0.01 -0.05
H 1.63796 1.79749 2.25188 -0.02 0.02 0.03
H 2.54274 3.00186 3.20159 -0.05 -0.08 0.01
H -0.60430 1.51835 2.48721 0.10 -0.05 0.07
H -2.86334 0.43191 2.65855 -0.10 0.00 0.01
H -4.13456 0.96637 1.52335 0.06 -0.10 0.02
H 0.89612 -2.10812 -0.06407 0.13 -0.04 0.05
H 2.43948 -2.33884 -1.49900 -0.15 0.00 -0.10
H 3.20032 -4.67302 -3.12162 0.11 0.11 0.04
H 4.25475 -3.25242 -2.84488 -0.03 -0.11 -0.03
H 4.91400 -5.15671 -1.37152 -0.06 0.04 0.02
H 3.26749 -5.18919 -0.68335 0.06 0.04 -0.06
H 5.14742 -3.11924 1.58187 0.03 -0.07 0.07
H 5.82433 -4.57568 0.80578 -0.02 0.02 0.02
H 4.18491 -4.62057 1.50224 0.03 0.02 0.01
```
Forces are in eV/Å.

HOMO-LUMO gap, eV: 8.52
Energy, eV: -34314.1427
ΔE to the lowest compared entry with this formula, charge and spin, kcal per mole: 73.6

***

[4]
ORCA calculation (ωB97M-V/def2-TZVPD) on C3H8 in the gas phase at a distorted geometry.

The geometry in XYZ format:
```
11
Properties=species:S:1:pos:R:3:forces:R:3
C -0.72332 -0.79965 0.77545 0.29 3.96 -0.25
C 0.44826 -0.37760 -0.18064 0.99 -1.72 -0.15
C 0.43210 1.08986 -0.54561 -1.67 0.83 -1.62
H -0.82548 -1.78810 0.94531 0.47 -3.51 0.78
H -1.66498 -0.60977 0.26183 -0.19 0.67 0.09
H -0.72719 -0.24509 1.80840 0.17 -0.86 -2.08
H 0.60985 -0.98756 -1.14173 -1.43 0.63 1.10
H 1.39399 -0.72453 0.25426 0.04 0.67 0.58
H 0.87619 1.81069 0.15951 -0.41 -0.44 -0.08
H 0.84942 1.29897 -1.55734 0.33 -0.32 0.79
H -0.66885 1.33279 -0.77944 1.41 0.09 0.84
```
Forces are in eV/Å.

HOMO-LUMO gap, eV: 12.35
Energy, eV: -3239.9933
ΔE to the lowest compared entry with this formula, charge and spin, kcal per mole: 17.5